[1]
ORCA calculation (the ωB97M-V functional and the def2-TZVPD basis) on a single C14H16N4OS molecule.

Summary:
Structure (SMILES): C[C@H]1Cc2ccccc2N1C(=O)CSc1nncn1C
Net charge: 0
Multiplicity: 1
Orbital gap, eV: 8.9
Highest occupied orbital energy, eV: -8.4

CARTESIAN COORDINATES (ANGSTROEM)
1 C 0.392 -1.260 1.832
2 C -0.822 -0.333 1.766
3 C -1.129 0.267 3.151
4 C -0.534 1.639 3.061
5 C -0.314 2.565 4.056
6 C 0.240 3.792 3.713
7 C 0.557 4.072 2.395
8 C 0.337 3.145 1.386
9 C -0.212 1.924 1.734
10 N -0.525 0.825 0.915
11 C -0.544 0.876 -0.441
12 O -0.252 1.873 -1.068
13 C -0.965 -0.382 -1.187
14 S 0.527 -1.280 -1.745
15 C -0.084 -1.882 -3.253
16 N -1.306 -1.778 -3.703
17 N -1.342 -2.377 -4.902
18 C -0.157 -2.836 -5.162
19 N 0.704 -2.553 -4.143
20 C 2.095 -2.867 -4.008
21 H 0.674 -1.610 0.843
22 H 1.237 -0.726 2.260
23 H 0.167 -2.123 2.454
24 H -1.688 -0.876 1.380
25 H -0.690 -0.328 3.951
26 H -2.205 0.332 3.329
27 H -0.567 2.339 5.081
28 H 0.422 4.530 4.480
29 H 0.985 5.030 2.142
30 H 0.581 3.370 0.362
31 H -1.483 -0.092 -2.101
32 H -1.578 -1.074 -0.616
33 H 0.122 -3.365 -6.049
34 H 2.239 -3.627 -3.237
35 H 2.648 -1.972 -3.718
36 H 2.472 -3.239 -4.959

How positive or negative is each atom? The Mulliken charges in e answer that:
1 C -1.216
2 C -0.198
3 C -0.859
4 C 0.680
5 C -0.660
6 C -0.511
7 C -0.586
8 C -0.737
9 C 0.172
10 N 0.243
11 C 0.488
12 O -0.640
13 C -0.612
14 S -0.262
15 C 0.297
16 N -0.149
17 N -0.792
18 C 0.083
19 N 0.103
20 C -0.832
21 H 0.201
22 H 0.359
23 H 0.400
24 H 0.396
25 H 0.416
26 H 0.300
27 H 0.435
28 H 0.382
29 H 0.394
30 H 0.511
31 H 0.613
32 H 0.240
33 H 0.395
34 H 0.306
35 H 0.321
36 H 0.318



[2]
ORCA calculation (the ωB97M-V functional and the def2-TZVPD basis) on 2 unconnected molecules or ions with the total composition C14H16O.

Summary:
<S²>: 0.762
Net charge: -1
Multiplicity: 2
Orbital gap (alpha / beta), eV: 2.7 / 6.5
Highest occupied orbital energy (alpha / beta), eV: 0.7 / -3.5

CARTESIAN COORDINATES (ANGSTROEM)
1 C 1.236 -0.515 2.775
2 C 2.291 -0.133 0.603
3 C 1.781 0.434 1.721
4 C 2.933 0.691 -0.365
5 C 1.562 1.818 1.817
6 C 2.829 2.083 -0.154
7 C 2.129 2.735 0.851
8 O 3.561 2.970 -0.992
9 H 2.050 -1.130 0.227
10 H 3.377 0.352 -1.312
11 H 0.148 -0.609 2.518
12 H 1.288 -0.002 3.749
13 H 1.086 2.046 2.752
14 H 1.853 3.723 1.029
15 H 4.332 2.419 -1.201
16 H 1.729 -1.485 2.780
17 C -3.083 -2.961 -0.135
18 C -2.199 -0.463 0.006
19 C -2.562 -1.591 -0.690
20 C -1.712 0.665 -0.718
21 C -2.400 -1.543 -2.084
22 C -1.681 0.732 -2.104
23 C -2.018 -0.445 -2.822
24 H -2.351 -0.428 1.088
25 H -1.250 1.455 -0.160
26 H -3.587 -3.491 -0.921
27 H -3.608 -2.710 0.787
28 H -2.356 -2.447 -2.728
29 H -1.325 1.689 -2.515
30 H -1.921 -0.347 -3.887
31 H -2.132 -3.512 0.084

How positive or negative is each atom? The Mulliken charges in e answer that:
1 C -1.195
2 C -0.406
3 C 0.801
4 C -0.951
5 C -0.611
6 C 0.833
7 C -1.068
8 O -0.525
9 H 0.213
10 H 0.198
11 H 0.058
12 H 0.359
13 H 0.252
14 H 0.432
15 H 0.286
16 H 0.372
17 C -1.306
18 C -0.370
19 C 0.740
20 C -0.376
21 C -0.147
22 C -0.386
23 C -0.653
24 H 0.286
25 H 0.286
26 H 0.362
27 H 0.374
28 H 0.189
29 H 0.329
30 H 0.353
31 H 0.271



[3]
ORCA calculation (the ωB97M-V functional and the def2-TZVPD basis) on 2 unconnected molecules or ions with the total composition C14H16O.

Summary:
Structure (SMILES): Cc1ccc(O)cc1.Cc1ccccc1
Net charge: 0
Multiplicity: 1
Orbital gap, eV: 9.2
Highest occupied orbital energy, eV: -8.4

CARTESIAN COORDINATES (ANGSTROEM)
1 C -2.563 -1.479 0.468
2 C -1.084 -1.348 0.799
3 C -0.240 -2.290 0.256
4 C 1.101 -2.296 0.674
5 C 1.425 -1.555 1.818
6 O 2.678 -1.640 2.370
7 C 0.548 -0.659 2.406
8 C -0.651 -0.398 1.743
9 H -3.090 -0.532 0.588
10 H -3.040 -2.273 1.029
11 H -2.728 -1.797 -0.572
12 H -0.652 -3.121 -0.299
13 H 1.965 -2.855 0.336
14 H 2.989 -2.530 2.412
15 H 0.846 0.070 3.140
16 H -1.366 0.346 2.074
17 C 2.467 1.986 -1.367
18 C 0.947 1.875 -1.305
19 C 0.089 2.659 -0.580
20 C -1.299 2.418 -0.551
21 C -1.770 1.325 -1.280
22 C -0.917 0.460 -1.927
23 C 0.440 0.747 -1.980
24 H 3.054 2.874 -1.137
25 H 2.706 1.791 -2.419
26 H 2.776 1.161 -0.728
27 H 0.426 3.421 0.113
28 H -2.031 2.846 0.110
29 H -2.831 1.091 -1.240
30 H -1.302 -0.466 -2.344
31 H 1.107 0.170 -2.606

How positive or negative is each atom? The Mulliken charges in e answer that:
1 C -1.635
2 C 0.921
3 C -0.543
4 C -0.638
5 C 0.588
6 O -0.536
7 C -0.626
8 C -0.508
9 H 0.351
10 H 0.424
11 H 0.330
12 H 0.413
13 H 0.402
14 H 0.318
15 H 0.378
16 H 0.376
17 C -1.335
18 C 0.634
19 C -0.300
20 C -0.580
21 C -0.428
22 C -0.484
23 C -0.524
24 H 0.380
25 H 0.317
26 H 0.267
27 H 0.360
28 H 0.420
29 H 0.503
30 H 0.414
31 H 0.342



[4]
ORCA calculation (the ωB97M-V functional and the def2-TZVPD basis) on 2 unconnected molecules or ions with the total composition C14H16O.

Summary:
Structure (SMILES): Cc1ccc(O)cc1.Cc1ccccc1
Net charge: 0
Multiplicity: 1
Orbital gap, eV: 9.2
Highest occupied orbital energy, eV: -8.4

CARTESIAN COORDINATES (ANGSTROEM)
1 C 1.391 1.210 -0.805
2 C 2.015 0.071 -0.044
3 C 1.397 -0.408 1.104
4 C 1.930 -1.496 1.796
5 C 3.112 -2.084 1.393
6 O 3.678 -3.197 1.978
7 C 3.797 -1.499 0.336
8 C 3.249 -0.459 -0.410
9 H 0.810 1.884 -0.180
10 H 0.630 0.883 -1.518
11 H 2.141 1.670 -1.450
12 H 0.449 0.004 1.414
13 H 1.310 -1.923 2.581
14 H 2.974 -3.850 2.111
15 H 4.758 -1.869 -0.011
16 H 3.867 -0.047 -1.195
17 C -3.109 -1.294 0.104
18 C -2.652 0.089 -0.271
19 C -2.732 1.126 0.655
20 C -2.368 2.406 0.278
21 C -1.874 2.656 -0.990
22 C -1.857 1.628 -1.929
23 C -2.224 0.339 -1.567
24 H -4.189 -1.404 0.228
25 H -2.659 -1.573 1.053
26 H -2.854 -2.059 -0.623
27 H -3.075 0.929 1.657
28 H -2.393 3.236 0.976
29 H -1.703 3.642 -1.407
30 H -1.561 1.831 -2.952
31 H -2.259 -0.441 -2.314

How positive or negative is each atom? The Mulliken charges in e answer that:
1 C -1.178
2 C 0.744
3 C -0.496
4 C -0.461
5 C 0.325
6 O -0.569
7 C -0.252
8 C -0.632
9 H 0.306
10 H 0.143
11 H 0.378
12 H 0.389
13 H 0.315
14 H 0.317
15 H 0.365
16 H 0.324
17 C -1.559
18 C 0.919
19 C -0.392
20 C -0.412
21 C -0.526
22 C -0.522
23 C -0.407
24 H 0.332
25 H 0.326
26 H 0.374
27 H 0.413
28 H 0.360
29 H 0.378
30 H 0.362
31 H 0.335



[5]
ORCA calculation (the ωB97M-V functional and the def2-TZVPD basis) on 2 unconnected molecules or ions with the total composition C14H16O.

Summary:
Structure (SMILES): Cc1ccc(O)cc1.Cc1ccccc1
Net charge: 0
Multiplicity: 1
Orbital gap, eV: 9.4
Highest occupied orbital energy, eV: -8.6

CARTESIAN COORDINATES (ANGSTROEM)
1 C -0.255 3.439 0.256
2 C 0.735 2.179 0.006
3 C 0.988 1.449 1.095
4 C 1.998 0.464 1.042
5 C 2.649 0.305 -0.127
6 O 3.652 -0.622 -0.047
7 C 2.264 0.953 -1.340
8 C 1.218 1.912 -1.229
9 H 0.387 4.206 0.777
10 H -1.029 3.205 0.933
11 H -0.780 3.649 -0.851
12 H 0.374 1.609 1.931
13 H 2.317 -0.122 1.870
14 H 4.319 -0.538 -0.704
15 H 2.811 0.599 -2.277
16 H 1.091 2.700 -2.080
17 C -1.148 -0.493 -1.973
18 C -1.537 -1.238 -0.785
19 C -2.802 -0.931 -0.361
20 C -3.389 -1.432 0.803
21 C -2.678 -2.271 1.671
22 C -1.417 -2.535 1.293
23 C -0.727 -1.883 0.191
24 H -1.551 -1.048 -2.902
25 H -0.071 -0.598 -2.252
26 H -1.442 0.657 -2.034
27 H -3.341 -0.167 -0.910
28 H -4.363 -0.935 1.043
29 H -3.000 -2.598 2.644
30 H -0.718 -3.186 1.822
31 H 0.393 -1.980 0.111

How positive or negative is each atom? The Mulliken charges in e answer that:
1 C -1.339
2 C 0.644
3 C -0.267
4 C -0.717
5 C 0.705
6 O -0.516
7 C -0.649
8 C -0.509
9 H 0.324
10 H 0.377
11 H 0.286
12 H 0.423
13 H 0.484
14 H 0.301
15 H 0.263
16 H 0.192
17 C -1.194
18 C 0.722
19 C -0.348
20 C -0.346
21 C -0.484
22 C -0.583
23 C -0.208
24 H 0.371
25 H 0.248
26 H 0.205
27 H 0.324
28 H 0.277
29 H 0.384
30 H 0.320
31 H 0.307



[6]
ORCA calculation (the ωB97M-V functional and the def2-TZVPD basis) on 2 unconnected molecules or ions with the total composition C14H16O.

Summary:
Structure (SMILES): Cc1ccc(O)cc1.Cc1ccccc1
Net charge: 0
Multiplicity: 1
Orbital gap, eV: 9.3
Highest occupied orbital energy, eV: -8.4

CARTESIAN COORDINATES (ANGSTROEM)
1 C -0.262 2.164 1.318
2 C -0.662 0.748 1.726
3 C -2.015 0.231 1.506
4 C -2.179 -1.166 1.348
5 C -1.074 -1.936 1.839
6 O -1.327 -3.358 1.568
7 C 0.062 -1.433 2.429
8 C 0.346 -0.091 2.277
9 H -0.986 2.761 0.613
10 H 0.705 2.404 0.823
11 H -0.623 2.779 2.134
12 H -2.946 0.719 1.142
13 H -2.984 -1.749 1.001
14 H -1.699 -3.718 2.377
15 H 0.648 -2.114 2.952
16 H 1.433 0.441 2.328
17 C 3.133 -0.531 -2.231
18 C 1.797 0.179 -2.080
19 C 1.746 1.581 -2.429
20 C 0.569 2.315 -2.281
21 C -0.536 1.718 -1.705
22 C -0.538 0.293 -1.568
23 C 0.612 -0.486 -1.640
24 H 3.646 -0.037 -3.005
25 H 3.125 -1.542 -2.481
26 H 3.791 -0.458 -1.314
27 H 2.661 2.017 -2.708
28 H 0.399 3.256 -2.575
29 H -1.468 2.134 -1.965
30 H -1.584 -0.072 -1.463
31 H 0.512 -1.476 -1.469

How positive or negative is each atom? The Mulliken charges in e answer that:
1 C -1.441
2 C 0.739
3 C -0.642
4 C -0.420
5 C 0.376
6 O -0.520
7 C -0.731
8 C -0.245
9 H 0.279
10 H 0.350
11 H 0.465
12 H 0.293
13 H 0.494
14 H 0.325
15 H 0.479
16 H 0.214
17 C -1.533
18 C 0.874
19 C -0.439
20 C -0.801
21 C -0.677
22 C -0.263
23 C -0.633
24 H 0.427
25 H 0.413
26 H 0.236
27 H 0.412
28 H 0.558
29 H 0.464
30 H 0.329
31 H 0.620



[7]
ORCA calculation (the ωB97M-V functional and the def2-TZVPD basis) on 2 unconnected molecules or ions with the total composition C14H16O.

Summary:
Structure (SMILES): Cc1ccc(O)cc1.Cc1ccccc1
Net charge: 0
Multiplicity: 1
Orbital gap, eV: 9.3
Highest occupied orbital energy, eV: -8.5

CARTESIAN COORDINATES (ANGSTROEM)
1 C 1.789 3.007 0.837
2 C 0.518 2.576 1.518
3 C 0.111 1.256 1.455
4 C -1.091 0.822 2.007
5 C -1.916 1.754 2.601
6 O -3.147 1.438 3.133
7 C -1.510 3.077 2.727
8 C -0.305 3.481 2.197
9 H 1.947 4.088 0.849
10 H 1.829 2.648 -0.191
11 H 2.647 2.581 1.365
12 H 0.718 0.574 0.873
13 H -1.384 -0.215 1.895
14 H -3.615 0.805 2.564
15 H -2.181 3.782 3.194
16 H 0.004 4.518 2.210
17 C -0.601 -1.719 -3.834
18 C 0.134 -2.147 -2.587
19 C -0.187 -1.553 -1.371
20 C 0.392 -1.994 -0.183
21 C 1.353 -2.996 -0.203
22 C 1.507 -3.729 -1.380
23 C 0.966 -3.271 -2.570
24 H -1.664 -1.647 -3.602
25 H -0.517 -2.461 -4.622
26 H -0.261 -0.759 -4.216
27 H -0.861 -0.718 -1.271
28 H 0.133 -1.532 0.754
29 H 1.934 -3.241 0.675
30 H 2.187 -4.577 -1.339
31 H 1.071 -3.847 -3.487

How positive or negative is each atom? The Mulliken charges in e answer that:
1 C -1.397
2 C 0.111
3 C -0.067
4 C -0.403
5 C 0.618
6 O -0.575
7 C -0.569
8 C -0.426
9 H 0.362
10 H 0.325
11 H 0.309
12 H 0.321
13 H 0.393
14 H 0.308
15 H 0.388
16 H 0.315
17 C -1.345
18 C 0.702
19 C -0.237
20 C -0.136
21 C -0.680
22 C -0.566
23 C -0.438
24 H 0.348
25 H 0.365
26 H 0.288
27 H 0.386
28 H 0.267
29 H 0.393
30 H 0.321
31 H 0.322



[8]
ORCA calculation (the ωB97M-V functional and the def2-TZVPD basis) on 2 unconnected molecules or ions with the total composition C14H16O2.

Summary:
<S²>: 0.766
Net charge: +1
Multiplicity: 2
Orbital gap (alpha / beta), eV: 7.4 / 3.4
Highest occupied orbital energy (alpha / beta), eV: -11.0 / -11.0

CARTESIAN COORDINATES (ANGSTROEM)
1 C 1.818 1.718 -5.570
2 C 2.146 0.721 -1.506
3 C 2.237 -0.358 -2.379
4 C 2.042 2.033 -1.853
5 C 2.112 -0.076 -3.814
6 C 1.896 2.277 -3.193
7 C 1.939 1.240 -4.090
8 O 2.198 0.448 -0.166
9 H 1.263 -0.226 0.159
10 H 2.226 -1.397 -2.065
11 H 2.136 2.734 -1.076
12 H 2.195 -0.798 -4.502
13 H 1.848 3.389 -3.593
14 H 1.782 0.907 -6.281
15 H 2.742 2.224 -5.923
16 H 1.018 2.420 -5.682
17 C -4.183 -1.292 4.090
18 C -0.409 -0.667 2.460
19 C -1.379 -1.342 1.717
20 C -0.590 -0.580 3.863
21 C -2.612 -1.587 2.186
22 C -1.837 -1.027 4.444
23 C -2.811 -1.328 3.551
24 O 0.782 -0.337 1.910
25 H 1.483 -0.688 2.393
26 H -1.111 -1.559 0.630
27 H 0.011 -0.166 4.522
28 H -3.428 -2.020 1.601
29 H -2.003 -1.017 5.415
30 H -4.473 -0.278 4.002
31 H -4.168 -1.432 5.176
32 H -4.869 -1.936 3.578

How positive or negative is each atom? The Mulliken charges in e answer that:
1 C -1.500
2 C 0.374
3 C -0.233
4 C -0.427
5 C -0.824
6 C -0.307
7 C 1.011
8 O -0.479
9 H 0.488
10 H 0.460
11 H 0.507
12 H 0.557
13 H 0.300
14 H 0.381
15 H 0.362
16 H 0.393
17 C -1.489
18 C 0.437
19 C -0.042
20 C -0.614
21 C -0.924
22 C -0.942
23 C 1.024
24 O -0.535
25 H 0.298
26 H 0.168
27 H 0.586
28 H 0.351
29 H 0.539
30 H 0.329
31 H 0.364
32 H 0.385



Per-record F_max, eV/Å: 1.275; 3.373; 2.288; 1.507; 5.203; 4.993; 1.341; 7.320